(1)
DFT (wB97M-V/def2-TZVPD) results for the molecule C25H28N2O5.

ORCA input file:
```
! RIJCOSX wB97M-V def2-TZVPD def2/J DEFGRID3
* xyz 0 1
H 3.350 2.951 -0.270
H 0.453 -3.259 -0.907
O -1.355 -1.923 -1.744
O 4.120 -1.880 0.830
H -0.187 0.026 0.605
O -0.681 -0.156 -2.946
C 0.859 3.216 0.931
H 3.546 3.043 1.477
C 4.195 1.185 0.635
N 2.109 -2.583 0.125
C -2.694 -1.683 -2.180
H 1.457 1.373 0.026
C -3.920 1.640 -0.831
C 4.143 0.317 -0.630
C -0.185 -2.102 0.766
C -0.545 -0.824 1.164
H 1.684 1.409 1.777
C -3.757 -0.998 -0.014
H -4.736 2.033 1.109
C 3.245 2.384 0.659
C 1.784 1.992 0.859
H 2.179 1.626 -2.132
H 2.206 -3.351 0.774
H -2.493 -1.569 3.817
H 1.077 3.885 0.097
C 2.029 0.640 -2.563
H -3.064 0.959 -2.676
H -3.198 -2.647 -2.094
H 4.013 0.549 1.502
C -4.266 -0.039 0.843
H -4.596 -0.323 1.830
H 0.992 3.747 1.873
C -0.429 -1.013 -2.124
C -0.675 -3.190 1.478
H -3.997 2.668 -1.157
H 5.035 -0.317 -0.629
C 3.122 -1.695 0.165
H 5.218 1.560 0.715
H 2.867 0.411 -3.221
H -2.683 -1.348 -3.222
C -1.372 -0.628 2.255
N 2.998 -0.582 -0.671
C 0.818 -1.211 -1.390
H -0.410 -4.193 1.171
H -1.879 -3.853 3.113
H 4.161 0.944 -1.517
C -1.849 -1.717 2.963
C -3.411 0.679 -1.692
H -1.781 2.094 -0.539
O -0.871 2.439 -0.453
H 1.118 0.663 -3.150
C -0.575 2.760 0.807
H -1.641 0.377 2.545
O -1.362 2.661 1.711
H -3.680 -2.026 0.307
C -4.348 1.283 0.438
C 1.917 -0.417 -1.509
C -3.329 -0.647 -1.288
C -1.503 -2.999 2.569
C 0.774 -2.342 -0.390
*
```

Lowest unoccupied orbital energy in eV: 0.7
Total energy in Ha: -1455.25382
Energy above the lowest of the compared OMol25 structures with the same formula, charge and spin in kJ/mol: 0.0
Orbital gap in eV: 9.3


(2)
DFT (wB97M-V/def2-TZVPD) results for a structure of composition C25H28N4O2Pd.

ORCA input file:
```
! RIJCOSX wB97M-V def2-TZVPD def2/J DEFGRID3
* xyz -2 1
H 4.566 -1.795 2.621
C -2.330 0.931 0.613
H 3.945 -1.888 -1.614
H 2.526 2.488 -1.395
H -0.905 -4.797 1.149
H -1.655 -0.907 -1.673
C 2.661 -1.096 1.960
C -1.859 -4.741 -1.985
H -4.357 4.176 0.280
C 1.919 6.501 -1.018
H -5.487 -0.129 1.504
H 0.533 -4.953 0.150
C -2.391 -2.565 -2.821
H 1.336 -1.381 3.637
O 2.197 7.578 -1.610
H 3.491 5.638 -2.170
C 3.927 -1.628 1.759
C 2.314 -1.155 -0.436
H -2.415 -1.117 0.739
H 5.394 -2.338 0.353
C -2.465 -3.945 -2.947
H 1.680 -0.918 -1.281
C -1.624 2.068 0.188
N 0.595 -0.283 1.043
H 4.220 4.016 -0.781
H 1.752 0.284 3.311
H -4.380 -1.148 0.598
C 2.157 -0.729 3.326
H -2.980 -4.397 -3.785
H 1.982 4.731 -2.274
Pd 0.340 2.481 -0.188
C -0.557 -5.060 0.147
H 3.135 4.696 0.443
H -2.841 -1.924 -3.568
C -1.144 -2.790 -0.768
H -1.971 4.143 -0.235
C -1.203 -4.189 -0.893
H 2.954 -0.797 4.069
C -3.797 3.250 0.375
C -3.712 0.912 0.903
H 2.842 2.358 0.193
C -4.429 -0.343 1.344
C 1.827 -0.875 0.847
C -1.730 -1.984 -1.752
H -5.502 2.081 1.008
C -2.442 3.221 0.085
O 1.152 6.317 -0.057
H -4.025 -0.743 2.280
C -4.439 2.087 0.784
H -1.902 -5.822 -2.073
N 2.422 2.967 -0.503
H -0.784 -6.111 -0.036
C 3.584 -1.685 -0.612
C 3.168 4.247 -0.551
C 4.397 -1.934 0.485
C -0.479 -0.876 0.708
N -0.478 -2.253 0.332
H 0.345 -2.748 0.635
N -1.736 -0.377 0.737
C 2.656 5.248 -1.584
*
```

Lowest unoccupied orbital energy in eV: 4.0
Total energy in Ha: -1466.82833
Energy above the lowest of the compared OMol25 structures with the same formula, charge and spin in kJ/mol: 20.6
Orbital gap in eV: 3.3


(3)
DFT (wB97M-V/def2-TZVPD) results for a cluster of 2 separate species, C25H28N5O3 in total.

ORCA input file:
```
! RIJCOSX wB97M-V def2-TZVPD def2/J DEFGRID3
* xyz 1 1
N 6.236 1.925 -0.524
C -2.714 2.295 0.254
H -6.710 -1.171 1.452
H -0.457 -1.027 0.352
H 1.840 0.990 -0.130
H 1.946 -2.012 0.502
H 0.180 -3.914 2.989
H -7.181 0.723 -2.396
H -2.350 -0.980 -0.819
N -1.624 3.089 0.039
H 1.435 -7.111 0.481
C -6.541 0.310 -1.617
H 0.843 3.952 0.939
C 0.315 2.667 -1.394
C 0.673 -4.412 2.162
H -8.188 -0.233 -0.325
C -2.827 0.012 -0.860
H 4.234 -2.954 0.057
H -2.813 4.777 0.003
H 0.074 -6.412 2.599
C 0.568 2.905 1.116
N 0.591 -5.776 1.993
C -2.215 0.852 0.264
H 1.214 2.063 -1.543
C 4.317 0.448 -0.211
H 6.680 -2.628 -0.350
H -1.349 4.867 -1.021
C 2.326 -1.025 0.224
H 3.717 1.357 -0.196
H 0.023 2.830 2.067
C -6.276 -0.748 0.546
H -4.230 -1.113 1.176
N 1.408 -3.881 1.198
C 4.645 -1.950 -0.070
C 1.424 0.014 0.097
C 1.324 -6.108 0.860
C 3.743 -0.846 -0.007
C -5.155 0.335 -1.778
H 1.486 2.320 1.198
O -3.870 2.685 0.403
C -0.334 2.410 -0.025
C 6.565 -0.495 -0.454
C -1.753 4.520 -0.064
O 5.457 2.907 -0.488
C -4.329 -0.123 -0.745
C -4.886 -0.710 0.397
C -7.104 -0.220 -0.451
H 2.447 -4.775 -0.490
C 5.700 0.609 -0.410
H -1.201 5.009 0.747
H -4.700 0.743 -2.685
N -0.765 1.012 0.147
H -2.559 0.472 -1.826
H 7.629 -0.317 -0.603
C 6.013 -1.768 -0.297
C 0.042 -0.063 0.211
C 1.826 -4.918 0.381
H -2.458 0.394 1.241
H 0.595 3.725 -1.473
H -0.401 2.421 -2.191
O 7.477 2.050 -0.652
*
```

Lowest unoccupied orbital energy in eV: -4.9
Total energy in Ha: -1468.63102
Energy above the lowest of the compared OMol25 structures with the same formula, charge and spin in kJ/mol: 0.0
Orbital gap in eV: 6.4


(4)
DFT (wB97M-V/def2-TZVPD) results for a cluster of 4 separate species, C25H29BClNO7PS in total.

ORCA input file:
```
! RIJCOSX wB97M-V def2-TZVPD def2/J DEFGRID3
* xyz -1 1
H 4.943 1.456 1.020
C -4.248 3.764 -5.538
C 5.051 1.354 2.093
C 6.079 1.812 4.273
S 3.949 -3.038 -2.280
C -4.920 1.322 -5.708
H -1.686 0.120 -2.527
C -3.000 3.403 -5.255
H 0.430 0.412 -1.063
H 3.439 -0.394 4.667
O -6.441 3.086 -6.059
C -3.118 -1.248 3.673
O -5.923 -1.044 5.852
H 2.606 -3.796 0.057
B 1.243 -1.589 -0.710
H 1.833 0.516 -0.031
H -4.559 4.800 -5.598
H -5.105 -0.554 3.438
C 0.452 -1.916 0.733
C 0.416 -2.265 -1.937
H 0.277 -3.343 -1.784
C -2.611 1.969 -5.182
C -2.554 -2.134 5.995
C -4.793 -1.279 5.473
C 1.876 1.888 -2.597
C -1.083 -0.687 -2.959
H 2.243 -0.210 -2.929
C 5.981 1.985 2.804
H -0.122 -0.263 -3.268
H -2.209 4.117 -5.064
O 3.226 -0.125 2.097
C -4.357 -0.989 4.089
H -3.364 -0.078 -5.352
H -1.766 -0.956 0.099
C -0.317 -0.757 1.260
H 5.196 0.800 5.999
C 5.099 0.906 4.926
H 1.797 2.579 -1.754
H -1.804 -2.567 6.646
H -5.712 0.607 -5.888
O -0.923 -1.705 -2.011
C -3.673 0.957 -5.426
C 1.445 0.016 -0.926
P 2.932 -2.598 -0.616
H -4.140 -2.076 7.403
H 3.758 -2.031 0.372
C -2.116 -1.841 4.602
H 6.709 2.650 2.356
Cl 4.038 0.561 -1.659
H -2.772 -1.031 2.666
C -3.793 -1.874 6.397
H 0.900 -2.167 -2.918
N -1.457 -0.349 0.866
H 2.597 2.288 -3.312
H -0.248 -2.742 0.564
H 0.898 1.821 -3.083
H 0.157 -0.176 2.058
C -5.305 2.753 -5.793
C 4.070 0.447 2.747
H -1.588 -1.055 -3.866
H 1.158 -2.240 1.506
O -0.982 -2.078 4.253
C 4.166 0.272 4.221
C 2.274 0.511 -2.108
O 6.925 2.389 4.926
O -1.476 1.637 -4.929
*
```

Lowest unoccupied orbital energy in eV: 0.0
Total energy in Ha: -2776.02488
Orbital gap in eV: 4.4


(5)
DFT (wB97M-V/def2-TZVPD) results for a structure of composition C25H29BN6OPtSi.

ORCA input file:
```
! RIJCOSX wB97M-V def2-TZVPD def2/J DEFGRID3
* xyz 0 3
H 1.913 -4.444 -2.578
Si -0.047 -1.864 -0.637
C 0.852 -3.100 3.282
C 0.747 -2.123 1.065
H -1.352 3.130 -3.348
N 2.168 3.709 0.098
C 1.705 -3.597 -1.914
C 1.928 -2.284 3.604
C 0.195 -3.410 -1.742
C -3.793 -0.018 -0.618
C 1.832 -1.314 1.411
C 4.311 3.758 -0.432
H 0.032 -4.903 -0.162
H -0.054 -2.215 -3.540
H -0.218 -5.531 -1.796
Pt 0.603 1.377 -1.232
H -1.140 6.064 -0.213
H -0.925 1.215 3.992
H 0.318 3.586 3.404
H 3.363 5.224 0.961
N -0.277 1.755 0.834
H 4.075 1.965 -1.750
H -0.555 -3.681 1.791
H 3.278 -0.773 2.903
H 2.185 -3.791 -0.951
H -1.808 0.396 -1.292
O 0.659 -0.655 -1.410
H 0.781 5.041 1.276
H 2.203 -0.598 0.685
C 0.007 2.787 2.752
H -1.492 -4.585 -1.018
C -1.137 3.715 -2.469
H 0.455 -3.791 4.016
H -1.223 0.025 1.543
H -4.188 0.927 -0.972
H 2.159 -2.702 -2.343
N -0.160 4.238 -0.618
H -2.453 5.503 -2.548
C -1.688 4.929 -2.057
C -0.769 0.971 1.787
C 2.427 -1.398 2.661
H 5.349 4.035 -0.497
H -4.753 -2.843 0.970
N 0.204 2.863 1.426
C -4.627 -0.928 0.013
C -4.109 -2.131 0.469
N -0.216 3.322 -1.596
C -1.037 5.220 -0.873
H -2.387 -3.369 0.662
N 2.381 2.689 -0.747
H -5.679 -0.705 0.143
C 0.279 -3.027 2.020
C -2.451 -0.324 -0.797
B 0.757 4.051 0.610
C -1.906 -1.530 -0.354
C -2.765 -2.425 0.287
C 3.665 2.700 -1.078
C -0.614 1.586 3.032
H -1.541 -2.997 -2.986
H 2.371 -2.338 4.590
C 3.317 4.373 0.302
C -0.410 -4.678 -1.136
H -0.283 -3.957 -3.787
C -0.461 -3.126 -3.096
*
```

Lowest unoccupied orbital energy (alpha / beta) in eV: 0.5 / -0.9
Total energy in Ha: -1807.58920
Orbital gap (alpha / beta) in eV: 8.9 / 7.7
Expectation value of S²: 2.0054


(6)
DFT (wB97M-V/def2-TZVPD) results for a structure of composition C25H29Cl2N7O3SV.

ORCA input file:
```
! RIJCOSX wB97M-V def2-TZVPD def2/J DEFGRID3
* xyz -1 3
Cl -1.922 4.385 -2.821
H 2.926 -2.304 -0.035
C 0.058 3.354 0.928
H -1.115 -0.180 -4.474
H 2.817 1.408 1.710
H 2.732 3.945 0.198
O 3.407 -0.339 -0.723
C -2.194 0.171 -2.661
H -3.564 0.533 -4.257
C -1.387 -3.069 -1.067
C -2.486 0.977 0.837
C 0.612 -1.125 3.928
C -2.898 1.420 3.170
H -1.438 0.550 4.535
C 2.098 -2.664 2.898
H 1.687 3.560 -1.182
C -1.324 -0.689 -3.531
C 2.004 2.105 1.926
H 4.400 -1.442 -3.052
H -1.848 -1.618 -3.768
C -4.181 1.509 -2.419
H -4.156 2.126 1.615
V -0.034 -0.196 -0.212
C 0.182 -0.756 2.666
H -5.056 1.984 -2.847
N -1.480 -4.657 -4.060
C -1.016 0.112 2.476
C 2.147 -2.917 0.416
N -1.374 0.264 1.197
N 0.761 1.209 0.067
H -0.593 3.408 0.053
H 0.163 -0.680 4.803
H 2.957 2.433 -0.712
C -1.616 -4.355 -2.947
C 1.253 2.441 0.631
C -3.340 0.724 -3.215
H -4.546 2.232 -0.450
N -1.039 -2.174 -0.402
N -1.833 -4.107 -1.675
H -0.382 -0.931 -3.056
S 2.645 -0.329 -1.958
H 1.975 -2.374 5.019
H 0.406 4.362 1.166
H 3.078 -2.567 -2.599
O 2.715 0.902 -2.712
C 1.611 -2.075 4.044
C 1.643 -2.241 1.649
H 1.335 1.649 2.657
N -1.859 0.361 -1.376
C -1.024 3.386 -3.998
H -3.486 1.876 3.956
C -3.896 1.655 -1.092
H -1.748 2.743 -4.488
H 1.343 -3.037 -0.306
H 2.422 3.015 2.364
N 0.749 -1.250 1.542
H -0.555 4.070 -4.695
C 3.323 -1.588 -3.006
C -3.267 1.563 1.867
Cl 0.211 2.397 -3.248
C -1.736 0.668 3.505
H 2.833 -3.456 2.943
H 2.561 -3.891 0.677
C 2.219 3.137 -0.332
H -0.528 2.977 1.770
C -2.748 1.030 -0.556
O 1.237 -0.824 -1.775
H 2.879 -1.474 -3.992
*
```

Lowest unoccupied orbital energy (alpha / beta) in eV: 2.2 / 2.3
Total energy in Ha: -3841.83041
Energy above the lowest of the compared OMol25 structures with the same formula, charge and spin in kJ/mol: 0.0
Orbital gap (alpha / beta) in eV: 4.9 / 7.8
Expectation value of S²: 2.0815


> Which formula does entry 1 have?

C25H28N2O5